Entry from OMol25: an isolated ion of composition C4H7ClN and charge +1 (ωB97M-V/def2-TZVPD).

Last column: Löwdin charge in e.
Cartesian coordinates (Å):
C1 -1.38212 0.82407 1.75264  -0.014
C2 -0.33471 1.09066 0.72217  -0.066
N1 0.27920 0.20215 0.15622  0.147
C3 1.17343 -0.45793 -0.62967  -0.602
C4 0.84312 -1.09661 -1.83345  -0.091
Cl1 2.76988 -0.76496 0.02047  0.800
H1 -2.22494 0.41932 1.24043  0.085
H2 -1.79657 1.59579 2.35066  0.073
H3 -1.29542 0.04957 2.62544  0.146
H4 -0.25054 2.01944 0.27077  0.139
H5 -0.25778 -1.05159 -2.15317  0.140
H6 1.14329 -2.16800 -1.80369  0.120
H7 1.33315 -0.66193 -2.71881  0.123

Its total energy is -18265.0955 eV. Its structure (SMILES) is CC=[N+]=C(C)Cl. As for the charge: +1. The LUMO energy is -5.16 eV. The gap between HOMO and LUMO comes out at 10.69 eV. The value obtained for the energy above the lowest of the compared OMol25 structures with the same formula, charge and spin is 44.5 kcal/mol.